{
  "formula": "CHOPS",
  "method": "ωB97M-V with the def2-TZVPD basis set",
  "symbols": ["O", "P", "C", "S", "H"],
  "coordinates": [[-0.1604, -1.9836, 1.1085], [1.0789, -1.3338, 1.6960], [0.8040, 0.3102, 0.8397], [2.0012, 0.6469, -0.3002], [-0.1395, 0.7742, 0.7015]],
  "smiles": "O=PC=S",
  "spin_multiplicity": 1,
  "orbital_gap_ev": 7.61
}

{
  "formula": "CIN4",
  "method": "ωB97M-V with the def2-TZVPD basis set",
  "symbols": ["C", "N", "N", "N", "N", "I"],
  "coordinates": [[0.1821, -0.3011, 1.3120], [-0.2286, -1.2431, 0.4494], [0.2759, 0.9447, 0.8003], [-0.1602, -0.6324, -0.6912], [0.1247, 0.6419, -0.4352], [4.7364, 0.0757, 0.0555]],
  "charge": -1,
  "spin_multiplicity": 1,
  "orbital_gap_ev": [7.49, 3.85]
}

For each record above, in turn, the calculated relative energy (zero: lowest compared OMol25 entry of this formula, charge and spin) values are 40.8 369.4 kJ/mol.
For each record above, in turn, the calculated energy values are -853.43030 -554.71425 hartree.